DFT (ωB97M-V/def2-TZVPD) results for a single C3H8N4O molecule.

```
16
C3H8N4O (ωB97M-V/def2-TZVPD)
C -2.754 -0.577 -0.143
C -1.413 -0.005 0.028
C 1.398 1.084 -0.011
H -3.451 0.265 -0.564
H -2.558 -1.518 -0.945
H -3.239 -0.852 0.937
H -1.675 2.017 -0.421
H 2.236 1.655 0.241
H 1.054 -1.069 -0.075
H 3.373 -1.530 -0.515
H 3.438 -0.625 0.950
N -0.902 1.214 -0.148
N 0.301 1.659 0.385
N 1.707 -0.210 -0.227
N 3.154 -0.609 -0.074
O -0.669 -0.899 0.581
```

E_LUMO, eV: 0.79
HOMO, eV: -8.39
Structure (SMILES): CC(=O)N/N=C\NN
Total charge: 0
Electronic energy, eV: -11244.5589



DFT (ωB97M-V/def2-TZVPD) results for a single C3H8N4O2 molecule.

```
17
C3H8N4O2 (ωB97M-V/def2-TZVPD)
C -0.386 1.015 -0.304
N 0.139 -1.334 -1.003
N -0.997 -0.032 1.861
C 0.382 0.018 -1.147
C -0.137 0.792 1.166
O -0.686 -1.796 -2.044
O -0.297 -0.879 2.729
N 0.907 1.288 1.758
N 1.244 0.452 -2.010
H -0.197 -1.557 -2.857
H 0.448 -0.303 3.026
H -0.277 -1.593 -0.105
H -1.752 -0.495 1.361
H 1.452 1.856 1.093
H 1.703 -0.365 -2.430
H -0.093 2.035 -0.575
H -1.453 0.899 -0.520
```

E_LUMO, eV: 0.67
HOMO, eV: -9.26
Structure (SMILES): [H]/N=C(/C/C(=N\[H])NO)NO
Total charge: 0
Electronic energy, eV: -13291.9933



DFT (ωB97M-V/def2-TZVPD) results for 2 unconnected molecules or ions with the total composition C3H8N4O2.

```
17
C3H8N4O2 (ωB97M-V/def2-TZVPD)
C 1.435 0.931 -0.224
C -0.048 0.355 -0.242
C -0.198 -0.881 0.600
N -4.060 -1.348 -0.783
N -3.449 -0.595 -0.069
N -4.153 1.998 0.079
N -2.400 -0.604 0.454
O -4.465 0.981 0.528
O -1.363 -1.519 0.115
H 2.011 -0.011 -0.242
H 1.669 1.450 -1.023
H 1.551 1.561 0.724
H -0.210 0.165 -1.256
H -0.780 1.143 0.017
H 0.575 -1.579 0.383
H -0.266 -0.648 1.673
H -4.815 -0.879 -1.340
```

E_LUMO (spin up / spin down), eV: -0.20 / -0.97
HOMO (spin up / spin down), eV: -8.61 / -8.65
Total charge: 0
Electronic energy, eV: -13287.1668



DFT (ωB97M-V/def2-TZVPD) results for a molecular structure, C3H8N4O2.

```
17
C3H8N4O2 (ωB97M-V/def2-TZVPD)
C 0.497 -0.631 -1.976
C 0.321 1.419 -0.425
C -0.374 -0.855 0.210
H 0.074 -0.057 -3.000
H -0.266 -1.612 -1.674
H 1.721 -0.565 -2.182
H -0.997 2.331 -1.729
H 0.639 3.372 -1.509
H 1.169 2.577 1.174
H 0.551 0.267 1.870
H 0.287 -2.449 1.739
N -0.131 0.117 -0.696
N 0.363 2.273 -1.610
N 0.942 1.583 0.722
N -0.331 -0.446 1.654
O -0.855 -1.971 -0.170
O -0.613 -1.549 2.416
```

E_LUMO, eV: 0.06
HOMO, eV: -8.98
Total charge: 0
Electronic energy, eV: -13287.4974



DFT (ωB97M-V/def2-TZVPD) results for 2 unconnected molecules or ions with the total composition C3H8N4O2.

```
17
C3H8N4O2 (ωB97M-V/def2-TZVPD)
C 0.136 3.207 1.263
C 0.016 -2.357 -0.900
C -0.862 -0.201 -0.832
N 0.927 -2.183 -1.856
N 0.012 -3.461 -0.115
N -1.144 0.961 -0.826
N -0.583 -1.312 -0.412
O 0.734 4.005 2.020
O -0.711 2.302 1.493
H 0.584 3.352 0.208
H 1.528 -2.934 -2.131
H 1.132 -1.258 -2.319
H 0.839 -4.174 -0.240
H -0.598 -3.614 0.682
H -1.023 2.099 2.415
H -1.688 1.506 -1.474
H 0.700 4.062 3.024
```

E_LUMO, eV: -7.66
HOMO, eV: -18.05
Total charge: +2
Electronic energy, eV: -13277.9832



DFT (ωB97M-V/def2-TZVPD) results for a single C3H8N6 molecule.

```
17
C3H8N6 (ωB97M-V/def2-TZVPD)
C 2.762 -0.654 -0.104
C -0.878 -0.458 0.501
C -0.885 1.743 -0.534
N 3.516 0.255 0.196
N 3.156 1.585 0.235
N 1.903 1.714 0.168
N 1.131 0.713 0.163
N 2.603 -2.016 -0.258
N -0.156 0.629 -0.135
H -1.975 -0.496 0.160
H -0.324 -1.436 0.220
H -0.778 -0.686 1.535
H -1.777 1.262 -1.019
H -1.306 2.375 0.259
H -0.165 2.178 -1.231
H 2.601 -2.594 0.553
H 2.015 -2.325 -1.067
```

E_LUMO, eV: 0.44
HOMO, eV: -7.48
Total charge: 0
Electronic energy, eV: -12175.0849



Q: Which strongest force on any atom values were calculated for the entries above? A: 6.01, 2.84, 6.79, 6.21, 4.15, 5.01, in eV Å⁻¹.